Density functional theory data (wB97M-V/def2-TZVPD) for an isolated ion of composition C2H5N2S and charge +1 at a distorted geometry.

HOMO   -0.504 hartree
SMILES string   N/C=[NH+]/C=S
E_tot   -15962.437 eV
E_LUMO   -5.10 eV

```
! wB97M-V def2-TZVPD RIJCOSX def2/J DEFGRID3
* xyz 1 1
H -1.566 0.764 2.098
H 0.507 1.180 0.967
C 1.334 -0.195 -1.342
N 0.008 -0.269 -0.466
H -1.929 -0.368 0.994
C -0.147 0.416 0.641
H 2.190 0.433 -1.011
S 1.550 -1.284 -2.515
H -0.633 -0.992 -0.582
N -1.314 0.315 1.215
*
```

Density functional theory data (wB97M-V/def2-TZVPD) for a 2-piece molecular cluster, C20H26FN3O3 overall at a distorted geometry.

HOMO   -0.320 hartree
SMILES string   C=CC[C@](C#N)(CCCCCOC)[C@@](F)(C#N)CC(=O)O.c1ccncc1
E_tot   -34486.692 eV
E_LUMO   -0.47 eV

```
! wB97M-V def2-TZVPD RIJCOSX def2/J DEFGRID3
* xyz 0 1
H -2.247 -2.504 -2.528
H -1.029 -4.474 -1.347
H 1.211 3.005 -0.659
H 4.085 7.844 1.587
C -3.361 -1.979 1.648
C 3.367 7.494 0.857
C -0.965 -3.428 -1.032
C -0.546 -1.186 -2.422
H 3.832 5.411 1.135
N -4.413 -3.811 -0.965
N -4.238 -1.957 2.387
H 1.579 -0.969 -2.031
C -2.049 -3.331 0.068
H 0.034 -3.337 -0.612
C -3.369 -3.622 -0.528
O 1.531 1.388 -1.916
C -1.183 -2.597 -2.304
C -0.447 -4.609 1.615
C 2.570 8.381 0.152
C 0.633 -0.833 -1.507
C -0.975 -1.404 1.540
H -0.053 -3.874 2.307
H 1.026 8.532 -1.343
H -1.337 -0.443 -2.332
O -1.556 -0.192 3.487
H 2.651 9.448 0.318
H 0.083 -6.688 1.574
C 0.627 0.656 -1.114
H -0.121 -2.454 4.009
C -1.216 -1.232 3.033
H -0.784 -3.195 -3.126
C 1.601 6.503 -0.943
C 1.667 7.877 -0.770
H -2.053 -5.394 0.538
N 2.361 5.637 -0.274
H -0.790 -0.392 1.180
H 1.232 -5.583 0.639
C -2.188 -1.925 0.731
H 0.646 -1.379 -0.568
H 2.350 3.271 -1.968
O -1.065 -2.348 3.830
H -0.380 1.089 -1.154
H 0.956 0.739 -0.067
H -0.193 -1.087 -3.451
H -0.072 -1.976 1.337
C 0.345 -5.676 1.265
C 2.014 2.540 -1.239
H 2.801 2.252 -0.536
H -2.630 -4.436 1.884
H 0.906 6.067 -1.652
F -2.520 -0.987 -0.219
C 3.224 6.138 0.607
C -1.857 -4.485 1.110
*
```

Density functional theory data (wB97M-V/def2-TZVPD) for an isolated ion of composition C11H15N2 and charge +1 at a distorted geometry.

HOMO   -0.431 hartree
E_tot   -14621.417 eV
E_LUMO   -3.00 eV

```
! wB97M-V def2-TZVPD RIJCOSX def2/J DEFGRID3
* xyz 1 1
N -1.879 -0.229 -0.664
C 3.344 1.137 -0.018
C 1.004 0.734 0.371
C -1.120 -0.640 0.506
H 0.859 -2.485 1.625
C -2.487 1.159 -0.413
H -0.855 2.387 -0.852
N 0.025 -1.329 0.134
H 0.942 -3.180 0.124
H -2.585 -0.982 -0.826
H 2.438 -1.923 -1.180
C 0.331 -2.588 0.753
H -1.191 -0.035 -1.473
H -3.135 0.911 0.432
H -0.292 1.522 1.931
H 2.173 2.631 0.931
C 1.102 -0.539 -0.173
C 2.338 -0.941 -0.720
H -0.534 -3.133 0.903
H 4.180 1.813 -0.078
H -3.037 1.602 -1.239
C 3.448 -0.077 -0.614
H -1.821 -0.970 1.385
C 2.117 1.611 0.437
H 4.366 -0.238 -1.102
C -0.347 1.249 0.789
H -1.641 2.736 0.556
C -1.290 1.997 -0.051
*
```

Density functional theory data (wB97M-V/def2-TZVPD) for a 2-piece molecular cluster, C4H9NO overall.

HOMO (alpha / beta)   -0.300 / -0.300 hartree
E_tot   -7827.792 eV
E_LUMO (alpha / beta)   0.53 / 0.53 eV

```
! wB97M-V def2-TZVPD RIJCOSX def2/J DEFGRID3
* xyz 0 1
H -1.143 0.705 0.896
C 0.345 1.240 -0.860
H 0.916 2.076 -0.459
C 1.432 -2.504 -0.111
C -1.734 1.635 0.873
O 0.391 -1.972 0.698
H 2.348 -1.928 0.048
C 0.002 -0.739 0.505
H -0.359 1.436 -1.669
N 0.467 0.070 -0.367
H -1.130 2.543 0.963
H 1.557 -3.534 0.220
H -2.380 1.546 1.743
H 1.139 -2.463 -1.165
H -2.343 1.688 -0.034
*
```

Density functional theory data (wB97M-V/def2-TZVPD) for a 2-piece molecular cluster, C4H10O overall at a distorted geometry.

HOMO (alpha / beta)   0.028 / -0.098 hartree
E_tot   -6354.850 eV
E_LUMO (alpha / beta)   3.77 / 3.76 eV

```
! wB97M-V def2-TZVPD RIJCOSX def2/J DEFGRID3
* xyz -1 2
C -0.062 1.470 -2.209
C -0.349 0.207 -0.076
O 0.383 -0.725 2.695
H -0.767 1.236 -2.998
H 1.367 0.102 -1.157
C 0.317 0.139 -1.470
H -0.254 -1.793 4.388
H -0.267 1.237 0.233
H 0.809 1.864 -2.795
H -0.366 2.288 -1.534
C 0.125 -1.753 3.360
H 0.157 -0.590 0.479
H 0.330 -2.723 2.931
H -1.297 -0.269 0.183
H -0.126 -0.690 -2.030
*
```

Density functional theory data (wB97M-V/def2-TZVPD) for C43H48AsCl2InOP2Si2 as an isolated structure.

HOMO   -0.483 hartree
E_tot   -172797.295 eV
E_LUMO   -6.03 eV

```
! wB97M-V def2-TZVPD RIJCOSX def2/J DEFGRID3
* xyz 2 1
C -0.237 -4.271 -0.149
H 5.027 -1.013 -0.018
H -3.284 -4.928 -1.473
H 1.845 -3.686 -6.100
C -2.396 -4.369 -1.209
H 0.559 -4.747 0.408
H -5.007 -2.824 1.556
H -3.044 -2.595 -2.222
Si -2.891 2.025 1.968
C -2.034 -3.270 2.900
C 2.456 5.054 0.966
H -5.171 1.050 2.229
H -1.657 -1.760 -4.589
C -2.031 3.001 0.622
As -1.557 0.078 2.458
C 0.021 -2.735 -5.487
C 3.049 -0.357 2.672
H -2.554 3.948 0.456
C 5.293 1.582 -2.698
P 2.563 0.554 0.110
C 3.763 -1.048 3.636
H 4.141 4.732 2.256
H -3.231 2.306 4.406
C -2.266 -3.051 -1.622
C 1.374 -3.035 -5.376
C -3.320 0.118 -1.811
C 3.881 -0.082 -3.727
H -1.339 -3.438 2.080
C 3.194 -0.237 -2.529
H -1.482 -6.016 -0.183
H -0.561 -3.144 -6.301
H 0.778 5.077 -0.375
C 3.422 4.274 1.589
H 6.265 -2.265 1.702
H -5.168 2.551 1.309
In -0.025 0.174 0.444
H 0.820 -2.422 -0.335
C 4.668 -1.024 1.003
H -4.673 1.050 0.527
C -4.420 0.863 -2.207
C 5.368 -1.725 1.974
H 6.120 2.276 -2.758
C -2.129 0.854 -3.778
C -3.227 1.611 -4.157
H -2.664 -4.158 2.994
H 3.610 -0.652 -4.600
H 3.166 -2.787 -4.212
H -5.232 2.199 -3.674
P -0.678 -0.721 -2.023
H -2.036 2.461 -0.332
C -0.593 -1.949 -4.529
H -3.581 3.797 3.532
H -1.904 3.322 3.828
H 5.463 0.929 -4.734
H 1.215 2.074 5.558
C 1.514 -1.679 -3.415
H 0.863 2.662 -0.814
C -1.382 -4.981 -0.483
H -4.480 -2.062 4.595
C -4.373 1.614 -3.374
C 1.601 2.826 4.882
H -3.840 -2.369 0.322
C -1.124 -2.330 -1.287
H 4.207 2.297 1.868
C 1.569 3.102 -0.108
C -2.898 2.946 3.586
O 2.192 -1.161 -2.322
C 3.464 2.906 1.368
C 3.514 -0.325 1.356
C -4.634 1.608 1.462
C 0.157 -1.409 -3.483
H 2.431 6.122 1.138
C -2.175 0.093 -2.609
H -1.460 -3.163 3.822
C 2.126 -2.519 -4.332
C -0.114 -2.946 -0.543
Si -3.089 -1.768 2.607
C 3.503 0.564 -1.435
H 2.143 0.170 2.951
H 5.478 -2.269 4.043
H -3.189 2.191 -5.069
H -1.242 0.849 -4.401
H 3.415 -1.056 4.661
H 1.321 3.825 5.193
H -3.363 -0.463 -0.896
C 1.526 4.470 0.117
C -4.322 -2.031 1.239
H -1.002 3.245 0.901
Cl 0.853 2.540 3.285
C 4.922 -1.731 3.287
C 4.927 0.822 -3.800
C -3.921 -1.216 4.186
H -4.919 -1.145 1.028
Cl 3.356 2.700 4.833
H -5.325 0.851 -1.612
H -4.628 -0.399 4.033
C 4.569 1.466 -1.529
H -3.197 -0.908 4.942
H 4.819 2.097 -0.688
C 2.536 2.319 0.516
*
```

Density functional theory data (wB97M-V/def2-TZVPD) for C42H39F10IrN3O4P2S2 as an isolated structure at a distorted geometry.

HOMO   -0.172 hartree
E_tot   -127113.483 eV
E_LUMO   2.06 eV

```
! wB97M-V def2-TZVPD RIJCOSX def2/J DEFGRID3
* xyz -1 1
F -1.276 0.178 -3.912
C -0.776 2.629 -6.446
C 3.834 -0.132 2.164
C -1.299 -4.353 -0.190
F 3.490 0.526 3.304
H -0.299 -0.069 5.907
H -2.621 -0.956 6.165
H -3.366 1.188 0.775
C -5.079 0.381 -2.023
C -0.921 1.426 -5.790
F -0.629 4.900 -3.691
H -1.700 2.585 0.316
C 0.714 -2.460 -0.006
N 1.994 0.765 0.737
C 2.307 -1.289 -4.882
O 3.155 2.713 -3.756
C -1.115 3.586 -1.466
C 2.038 0.618 -3.449
H 1.383 4.268 -0.972
H -4.333 -0.420 4.457
O -1.828 -1.523 4.416
H -0.399 1.853 1.891
C -2.321 -0.441 5.251
C -0.718 3.685 -4.282
F -1.095 0.300 -6.498
C 0.477 -3.792 4.588
C 3.110 -0.002 0.942
C 0.816 -1.353 -2.982
H -0.063 -4.735 4.508
C 1.331 4.002 0.074
H -2.149 3.881 -1.693
F -0.602 4.962 -6.253
F -0.759 2.700 -7.786
C -1.616 -3.004 -0.273
C -0.788 2.471 -3.546
C -1.011 3.374 0.011
C 1.123 -0.037 -2.611
H -1.258 4.284 0.576
H 1.005 -3.715 2.512
H -1.452 1.215 6.307
C 1.389 -1.963 -4.084
H -6.026 0.574 -2.511
H 1.495 -1.713 0.032
H 1.496 -3.994 4.924
C 5.444 -1.720 1.326
H 1.045 4.871 0.682
S -3.663 -2.533 2.305
C 0.459 2.475 1.681
H 1.569 1.109 2.803
C 1.719 1.665 1.874
C -4.783 0.987 -0.810
C 4.809 -1.618 0.106
H -2.089 -5.090 -0.255
H 0.425 3.322 2.381
F 6.504 -2.526 1.507
H -2.646 -2.703 -0.393
P -1.958 -1.903 2.879
H -3.293 0.841 3.796
S -1.346 -0.113 2.010
C 3.708 -0.803 -0.066
P -0.924 -0.260 -0.131
H 3.327 0.596 -5.139
H -4.390 -0.976 -3.536
O 1.986 2.371 -1.906
N -0.782 2.342 -2.168
H 2.758 -1.775 -5.738
H 1.301 -1.249 2.368
H 2.271 -1.966 3.662
C 1.253 -1.762 3.328
N 0.346 2.924 0.303
C -2.935 -0.703 -1.994
H -0.485 4.424 -1.749
F 5.493 -1.024 3.568
H 0.102 -1.932 -2.426
H -0.022 -3.170 5.332
C 0.014 -4.754 -0.009
H 0.783 -1.091 4.045
H -2.224 -1.367 -2.460
H 2.573 2.330 2.038
C -1.162 0.490 5.545
H -0.870 1.031 4.643
C -4.160 -0.480 -2.602
H 1.115 -2.985 -4.323
H -3.890 0.982 5.453
H 0.253 -5.807 0.064
C 2.453 1.993 -3.070
C 4.930 -0.959 2.348
C 2.620 0.014 -4.559
C -3.565 0.749 -0.194
Ir 0.637 1.163 -0.992
F 5.270 -2.320 -0.939
C -0.606 -2.052 -0.197
C 0.519 -3.079 3.249
H -5.503 1.645 -0.340
C -2.615 -0.070 -0.799
C -0.700 3.758 -5.665
C 1.024 -3.803 0.084
C -0.953 1.371 -4.412
O -0.848 -3.001 2.752
F 3.211 -0.797 -1.301
C -3.534 0.281 4.697
H 2.317 3.654 0.363
H 2.053 -4.108 0.225
*
```

Density functional theory data (wB97M-V/def2-TZVPD) for a 2-piece molecular cluster, C11H15N overall at a distorted geometry.

HOMO   -0.292 hartree
SMILES string   Cc1c[nH]c2ccccc12.CC
E_tot   -13138.272 eV
E_LUMO   0.95 eV

```
! wB97M-V def2-TZVPD RIJCOSX def2/J DEFGRID3
* xyz 0 1
C 0.743 1.303 0.735
H -2.568 1.090 1.912
H -1.893 2.832 -1.951
H 0.786 -3.941 2.266
H -0.566 0.948 -1.253
C 1.875 -2.194 -0.021
C -1.216 -0.669 1.611
H -0.093 -4.298 0.676
H -0.638 2.625 1.738
C 0.726 -2.358 0.692
C -1.507 0.668 1.729
C 1.001 -0.094 0.499
H 2.519 -0.419 -0.948
H -2.027 -1.528 1.679
H -0.419 0.965 -3.147
H -0.731 -3.215 1.923
C -0.479 1.582 1.441
C 0.079 -1.052 1.045
H -0.211 3.671 -1.847
C -0.306 1.491 -2.253
C 0.209 -3.495 1.438
H 1.380 2.074 0.402
H -0.966 3.290 -3.368
H 0.722 1.640 -2.086
C -0.812 2.917 -2.365
N 1.964 -0.773 -0.251
H 2.429 -3.059 -0.293
*
```

Density functional theory data (wB97M-V/def2-TZVPD) for C24H18N4O2Rh as an isolated structure.

HOMO (alpha / beta)   -0.420 / -0.420 hartree
E_tot   -38236.407 eV
E_LUMO (alpha / beta)   -6.13 / -6.04 eV

```
! wB97M-V def2-TZVPD RIJCOSX def2/J DEFGRID3
* xyz 1 1
C 0.850 -2.944 -1.781
H 1.973 -3.785 2.403
H 4.585 -1.909 -0.431
C -0.079 -0.693 -3.121
C 2.854 3.493 1.073
C 1.052 -1.355 -3.577
H -6.230 -0.354 0.569
H 3.862 3.843 1.249
C -3.197 1.935 0.525
C 1.415 -1.822 1.779
H -1.670 -0.685 -1.688
H 0.523 -1.782 2.389
O -1.400 -1.834 0.776
C 2.586 2.138 1.146
N -2.056 2.751 0.554
H 4.016 -3.832 1.010
C -0.729 -1.151 -1.983
C -5.556 1.689 0.445
H 1.561 -1.007 -4.466
C 1.758 -0.715 0.991
C -0.908 -2.757 -0.022
C -0.254 -2.259 -1.288
C 0.270 2.650 0.714
C 1.848 4.419 0.795
C 0.538 4.004 0.628
H 2.089 5.471 0.744
Rh -1.033 0.134 0.692
N -1.006 2.068 0.658
H -3.891 -1.266 0.689
C -4.446 2.520 0.436
H -6.549 2.110 0.376
H -0.468 0.158 -3.664
H -4.524 3.595 0.371
C 1.506 -2.487 -2.914
C 3.712 -1.868 0.206
C 2.235 -2.933 1.791
H -0.267 4.704 0.457
C -5.383 0.316 0.549
H 2.370 -3.021 -3.287
N 0.859 0.351 0.964
O -0.938 -3.939 0.235
H 3.365 1.438 1.407
N -3.030 0.588 0.601
C -4.100 -0.205 0.623
H 1.179 -3.834 -1.262
C 1.283 1.688 0.912
C 3.383 -2.956 1.009
C 2.914 -0.743 0.195
H 3.130 0.071 -0.482
*
```

Density functional theory data (wB97M-V/def2-TZVPD) for C22H35B11Br6N2NaO2Si2 as an isolated structure at a distorted geometry.

HOMO   -0.163 hartree
E_tot   -478338.851 eV
E_LUMO   1.57 eV

```
! wB97M-V def2-TZVPD RIJCOSX def2/J DEFGRID3
* xyz -1 1
B 3.919 -1.974 1.041
H -3.051 -0.845 -3.241
Si -0.548 -1.046 -3.116
B 4.690 0.772 0.734
B 3.334 0.475 -0.374
C -2.575 -0.152 4.119
H 0.157 -2.806 3.626
C -0.387 3.842 -2.732
H -1.650 -4.543 -3.119
N -1.692 1.012 0.800
C -2.392 -1.103 5.102
C -0.349 -2.473 -4.317
B 4.296 -2.238 -0.706
H 1.027 0.833 -2.632
H -2.988 -1.093 6.004
H -0.644 -4.209 1.054
H 0.468 -3.132 -4.021
H -0.082 -2.041 -5.284
H -2.332 -4.693 0.842
H -0.923 -0.917 -0.640
H -2.303 0.620 -2.598
C -2.191 -0.183 -3.328
H -4.163 -3.319 -0.905
H -2.819 6.629 -1.666
C -0.555 4.957 -3.539
C -3.454 -2.614 -1.342
H -3.634 -1.640 -0.887
C -1.256 -4.647 -2.107
H -3.321 0.624 4.261
H 7.152 0.206 0.348
H 4.880 1.858 1.148
O 0.185 1.842 -0.912
H 0.309 3.062 -3.000
C -1.982 4.723 -1.176
C 4.968 0.390 -0.883
C -2.139 5.844 -1.973
H 2.662 1.381 -0.711
C -1.635 -3.853 0.777
C -1.398 -2.064 4.907
H -1.246 -3.077 -4.455
C -1.103 3.712 -1.549
C 0.834 0.149 -3.452
C -0.902 2.478 -0.711
B 3.921 -0.734 -1.566
H 1.739 -0.393 -3.713
B 5.605 -1.923 0.431
B 2.899 -1.227 -0.223
Br 3.291 -3.413 2.153
H -0.175 -4.772 -2.186
H -2.216 0.269 -4.321
H 0.545 0.739 -4.323
Br 6.908 -3.283 0.877
C -0.629 -2.075 3.770
H -2.539 4.609 -0.257
H -2.566 1.864 2.441
Br 5.734 -0.687 3.424
H -3.665 -2.544 -2.408
H 6.365 -1.357 -2.034
B 5.052 -0.723 1.613
C -1.837 -0.144 2.937
H 5.314 1.190 -1.522
Br 2.319 0.460 2.736
Na 0.381 0.471 0.578
H -1.654 -5.568 -1.681
H 0.006 5.043 -4.461
C -2.075 0.980 2.017
Si -1.727 -3.233 -0.966
C -0.811 -1.130 2.720
C -0.602 -1.710 -1.324
H -1.553 6.842 -3.783
B 6.061 -0.228 0.256
N -1.888 2.229 0.118
H -1.923 -3.109 1.511
H -1.218 -2.810 5.673
C -1.429 5.965 -3.160
B 3.365 -0.262 1.257
B 5.595 -1.154 -1.166
Br 1.249 -2.384 -0.716
O -0.095 -1.172 1.660
Br 4.125 -3.975 -1.581
H 3.620 -0.677 -2.698
*
```

- E_tot of number 10 (C22H35B11Br6N2NaO2Si2)?
  -478338.851 eV

Please write out number 8 again, unchanged.
Density functional theory data (wB97M-V/def2-TZVPD) for a 2-piece molecular cluster, C11H15N overall at a distorted geometry.

HOMO   -0.292 hartree
SMILES string   Cc1c[nH]c2ccccc12.CC
E_tot   -13138.272 eV
E_LUMO   0.95 eV

```
! wB97M-V def2-TZVPD RIJCOSX def2/J DEFGRID3
* xyz 0 1
C 0.743 1.303 0.735
H -2.568 1.090 1.912
H -1.893 2.832 -1.951
H 0.786 -3.941 2.266
H -0.566 0.948 -1.253
C 1.875 -2.194 -0.021
C -1.216 -0.669 1.611
H -0.093 -4.298 0.676
H -0.638 2.625 1.738
C 0.726 -2.358 0.692
C -1.507 0.668 1.729
C 1.001 -0.094 0.499
H 2.519 -0.419 -0.948
H -2.027 -1.528 1.679
H -0.419 0.965 -3.147
H -0.731 -3.215 1.923
C -0.479 1.582 1.441
C 0.079 -1.052 1.045
H -0.211 3.671 -1.847
C -0.306 1.491 -2.253
C 0.209 -3.495 1.438
H 1.380 2.074 0.402
H -0.966 3.290 -3.368
H 0.722 1.640 -2.086
C -0.812 2.917 -2.365
N 1.964 -0.773 -0.251
H 2.429 -3.059 -0.293
*
```

- Which of these has the lowest E_tot?
  C22H35B11Br6N2NaO2Si2